No. 1
{"formula": "C4H5NO", "method": "ωB97M-V/def2-TZVPD", "smiles": "C[C@H](C#N)C=O", "relative_energy_ev": 0.808, "spin_multiplicity": 1, "charge": 0, "energy_ev": -7765.7184, "largest_force_ev_per_a": 1.16, "species": ["C", "C", "C", "N", "C", "O", "H", "H", "H", "H", "H"], "xyz": [[1.080, -0.122, -0.591], [-0.135, -0.356, 0.332], [-1.238, -1.032, -0.360], [-2.121, -1.534, -0.915], [-0.539, 1.055, 0.761], [0.118, 1.698, 1.537], [1.206, -0.919, -1.323], [0.939, 0.821, -1.130], [1.979, -0.022, 0.020], [0.139, -0.936, 1.221], [-1.419, 1.469, 0.232]]}


No. 2
{"formula": "C8H11F5N4NaO3", "method": "ωB97M-V/def2-TZVPD", "spin_multiplicity": 1, "charge": -1, "energy_ev": -38582.5197, "largest_force_ev_per_a": 1.66, "species": ["Na", "N", "N", "C", "O", "O", "H", "H", "H", "N", "C", "N", "C", "C", "O", "C", "C", "H", "H", "H", "H", "H", "H", "H", "H", "F", "C", "F", "C", "F", "F", "F"], "xyz": [[-0.872, 1.741, 1.319], [-0.223, 0.438, 3.492], [0.715, 1.348, 4.033], [0.950, 2.593, 3.332], [1.372, 3.505, 4.054], [0.718, 2.586, 2.096], [-1.171, 0.634, 3.802], [0.025, -0.497, 3.776], [0.604, 1.534, 5.019], [-0.078, -0.053, -0.162], [0.479, -0.641, -0.982], [1.106, -1.319, -1.939], [1.074, -2.777, -1.925], [1.227, -3.262, -3.358], [2.408, -2.739, -3.944], [2.380, -1.322, -3.985], [2.278, -0.739, -2.585], [0.129, -3.108, -1.499], [1.897, -3.173, -1.318], [0.353, -2.954, -3.944], [1.316, -4.347, -3.390], [1.525, -0.985, -4.586], [3.304, -1.006, -4.467], [2.166, 0.343, -2.619], [3.187, -0.983, -2.021], [-3.784, 1.901, -0.120], [-3.358, 1.446, 1.155], [-4.273, 0.417, 1.440], [-3.782, 2.563, 2.080], [-3.115, 3.701, 1.767], [-5.103, 2.905, 2.118], [-3.453, 2.250, 3.362]]}


No. 3
{"formula": "C4H10N5Si", "method": "ωB97M-V/def2-TZVPD", "smiles": "[H]/N=c1\\[n-]nnn1[Si](C)(C)C", "relative_energy_ev": 0.744, "spin_multiplicity": 1, "charge": -1, "energy_ev": -19638.5254, "largest_force_ev_per_a": 4.59, "species": ["H", "N", "C", "N", "N", "N", "N", "Si", "C", "C", "C", "H", "H", "H", "H", "H", "H", "H", "H", "H"], "xyz": [[1.190, -2.809, 1.409], [0.782, -2.009, 0.876], [0.845, -1.919, -0.408], [1.296, -2.704, -1.436], [1.184, -2.002, -2.550], [0.708, -0.852, -2.407], [0.505, -0.727, -1.049], [-0.195, 0.512, -0.098], [-2.013, 0.046, 0.364], [-0.264, 2.313, -0.650], [0.826, 0.632, 1.591], [-2.151, -0.280, 1.435], [-2.723, 0.748, 0.184], [-2.183, -0.877, -0.292], [0.353, 2.578, -1.609], [-1.379, 2.557, -0.985], [0.074, 3.026, 0.057], [1.923, 0.666, 1.407], [0.598, 1.437, 2.149], [0.625, -0.334, 2.011]]}


No. 4
{"formula": "C2H4NO2", "method": "ωB97M-V/def2-TZVPD", "relative_energy_ev": 3.198, "s2": 0.754, "spin_multiplicity": 2, "charge": 0, "energy_ev": -7719.0880, "largest_force_ev_per_a": 5.02, "species": ["O", "C", "N", "C", "O", "H", "H", "H", "H"], "xyz": [[0.449, -2.026, 1.020], [0.435, -0.985, 0.453], [-0.391, 0.235, 0.607], [-0.503, 0.844, -0.707], [0.313, 1.856, -1.078], [1.142, -0.792, -0.374], [-0.932, -0.670, 0.462], [-1.276, 1.685, -0.749], [-0.732, 0.116, -1.488]]}


Please write out number 1 again, unchanged.
{"formula": "C4H5NO", "method": "ωB97M-V/def2-TZVPD", "smiles": "C[C@H](C#N)C=O", "relative_energy_ev": 0.808, "spin_multiplicity": 1, "charge": 0, "energy_ev": -7765.7184, "largest_force_ev_per_a": 1.16, "species": ["C", "C", "C", "N", "C", "O", "H", "H", "H", "H", "H"], "xyz": [[1.080, -0.122, -0.591], [-0.135, -0.356, 0.332], [-1.238, -1.032, -0.360], [-2.121, -1.534, -0.915], [-0.539, 1.055, 0.761], [0.118, 1.698, 1.537], [1.206, -0.919, -1.323], [0.939, 0.821, -1.130], [1.979, -0.022, 0.020], [0.139, -0.936, 1.221], [-1.419, 1.469, 0.232]]}


Which formula does entry 2 have? C8H11F5N4NaO3